# 1
Formula: C4H12
Source: the OMol25 dataset
Level of theory: wB97M-V/def2-TZVPD

Structure (XYZ):
```
16
Properties=species:S:1:pos:R:3:forces:R:3
H -1.140683 1.786818 -2.880162 0.9 -0.1 0.2
H 1.872223 -1.897946 0.825751 0.4 -0.6 0.1
H -2.097579 0.815187 -0.613397 -1.7 1.0 0.4
C -1.340384 0.526348 -1.276456 -0.4 -5.1 0.9
H 0.139903 -0.010925 2.519718 -0.1 -0.1 -0.1
C -0.547495 1.528347 -1.965786 2.1 1.2 -2.1
H 1.091458 -2.300806 2.499541 0.8 0.1 -0.3
H 0.467007 0.105059 0.872051 -1.7 2.3 -4.4
H 0.097299 -2.181762 1.086278 1.4 0.5 0.3
H -1.744542 -0.307790 -2.032166 0.5 2.0 1.4
C 0.845834 -0.218784 1.708624 2.6 -2.9 5.1
H 0.442894 0.979265 -2.223660 -1.4 1.3 -0.1
C 1.071669 -1.772462 1.537699 -2.8 0.9 0.0
H -0.284885 2.546397 -1.551729 -0.4 -1.4 0.3
H 1.798149 0.270000 2.013162 -0.6 -0.1 -0.5
H -0.818993 -0.184182 -0.539868 0.1 1.1 -1.2
```
Forces are in eV/Å.

Its largest force on an atom is 6.407 eV/A. The spin multiplicity is 2. Its molecular weight is 60.14 Da. For the lowest unoccupied orbital energy (alpha / beta), the calculation gives 4.32 / 4.47 eV. The calculation puts the relative energy (zero: lowest compared OMol25 entry of this formula, charge and spin) at 31.03 kcal/mol. Its charge is -1. The calculation puts the HOMO energy (alpha / beta) at 1.5 / -7.1 eV. The total energy is -159.4807 hartree.


# 2
Formula: C4H12
Source: the OMol25 dataset
Level of theory: wB97M-V/def2-TZVPD

Structure (XYZ):
```
16
Properties=species:S:1:pos:R:3:forces:R:3
H -0.720760 -2.655522 -1.767430 0.4 -1.2 1.5
H 0.836551 2.263781 1.846130 -0.1 0.2 0.1
H 0.995041 0.562707 0.165783 -0.2 1.5 -0.2
C -0.191141 -2.684457 -0.730480 -1.8 2.4 -3.2
H -0.386961 3.168857 0.967447 -0.4 0.3 0.0
H 1.052354 1.888331 -1.073553 0.2 -0.1 -0.3
H -0.031487 -3.646667 -0.289347 0.2 -0.4 0.0
C 0.565188 1.570104 -0.163406 -0.7 -1.4 0.0
C -0.986684 -1.657723 0.094250 1.6 -0.1 0.8
H -0.473585 1.296665 -0.457170 0.5 0.4 0.2
H 1.343032 3.458441 0.649886 -0.5 -0.3 0.1
H 0.662596 -2.108535 -1.103263 0.8 -0.7 0.8
H -0.392948 -1.586549 1.020686 -0.7 0.1 0.3
H -2.030227 -1.902401 0.289808 0.1 0.1 -0.1
H -0.812289 -0.660576 -0.325662 -0.7 -0.4 -0.2
C 0.571320 2.693544 0.876321 1.2 -0.4 0.1
```
Forces are in eV/Å.

Its largest force on an atom is 4.398 eV/A. The spin multiplicity is 2. Its molecular weight is 60.14 Da. For the lowest unoccupied orbital energy (alpha / beta), the calculation gives 4.27 / 4.44 eV. The calculation puts the relative energy (zero: lowest compared OMol25 entry of this formula, charge and spin) at 18.22 kcal/mol. Its charge is -1. The calculation puts the HOMO energy (alpha / beta) at 1.5 / -7.4 eV. The total energy is -159.5011 hartree.


# 3
Formula: C4H12
Source: the OMol25 dataset
Level of theory: wB97M-V/def2-TZVPD

Structure (XYZ):
```
16
Properties=species:S:1:pos:R:3:forces:R:3
H 1.770502 -0.856015 1.050633 0.7 -0.2 0.2
H -2.901389 1.358557 0.610596 0.2 0.2 0.3
H 2.964002 -1.557964 -0.138400 0.0 0.6 0.3
H -2.159531 0.095939 -0.190581 0.4 -0.2 -0.5
C 2.041204 -0.982916 -0.000025 -1.2 -1.0 0.7
C 0.865256 -1.831513 -0.579172 0.0 0.2 -1.1
H 0.180885 1.249716 0.165920 -0.4 0.5 -0.3
H -2.433348 1.718666 -0.958547 0.9 -0.4 0.0
H -0.801205 2.654699 0.819722 0.4 1.0 -0.9
H 0.187010 -1.243663 -1.187817 0.1 0.5 -0.4
C -0.768241 1.612229 0.576383 -0.1 -0.5 1.7
H 0.140371 -2.189432 0.173459 0.9 -0.4 -0.1
H -0.741826 1.301322 1.644111 -0.1 -0.7 -0.6
C -2.063575 1.168824 -0.071146 -1.4 0.2 0.3
H 1.251349 -2.622154 -1.284408 -0.6 0.5 1.1
H 2.116642 0.045712 -0.320024 0.1 0.0 -0.8
```
Forces are in eV/Å.

Its largest force on an atom is 1.763 eV/A. Its molecular weight is 60.14 Da. For the lowest unoccupied orbital energy, the calculation gives 1.15 eV. The calculation puts the relative energy (zero: lowest compared OMol25 entry of this formula, charge and spin) at 16.18 kcal/mol. The calculation puts the HOMO energy at -11.4 eV. The SMILES is CC.CC. The total energy is -159.5592 hartree.


# 4
Formula: C4H12
Source: the OMol25 dataset
Level of theory: wB97M-V/def2-TZVPD

Structure (XYZ):
```
16
Properties=species:S:1:pos:R:3:forces:R:3
H -0.610877 1.409382 -2.457780 -0.3 -0.3 0.9
H -0.313506 -1.350377 1.728490 0.1 0.0 -0.2
C -0.098202 0.791421 2.076677 -1.0 0.3 0.5
H 0.478999 0.688416 -3.379334 1.1 -0.1 0.3
C -0.363160 -0.791739 -2.068445 0.2 1.8 2.8
H 0.384770 -1.540043 -2.297550 -0.6 -0.4 -0.9
H 0.218084 1.225391 1.130151 0.1 -0.1 0.0
H -0.385301 -0.855897 -0.962846 0.0 -0.1 -0.1
H 0.862687 0.972326 -1.580807 0.5 0.1 -0.3
C 0.302757 -0.663805 2.307345 -0.6 0.8 -0.4
H 0.254662 1.419781 2.895330 0.4 0.1 -0.1
H 1.331438 -0.725208 1.980754 0.4 -0.7 0.5
H 0.097604 -0.892437 3.349918 0.6 -0.3 0.1
H -1.184728 0.919085 2.149953 0.0 -0.1 -0.2
C 0.163998 0.638855 -2.332588 -1.2 -0.1 -1.6
H -1.428440 -0.855129 -2.259571 0.2 -0.8 -1.0
```
Forces are in eV/Å.

Its largest force on an atom is 3.321 eV/A. Its molecular weight is 60.14 Da. For the lowest unoccupied orbital energy, the calculation gives 1.11 eV. The calculation puts the relative energy (zero: lowest compared OMol25 entry of this formula, charge and spin) at 15.48 kcal/mol. The calculation puts the HOMO energy at -11.4 eV. The SMILES is CC.CC. The total energy is -159.5603 hartree.


# 5
Formula: C4H12
Source: the OMol25 dataset
Level of theory: wB97M-V/def2-TZVPD

Structure (XYZ):
```
16
Properties=species:S:1:pos:R:3:forces:R:3
H 0.839143 0.363133 -0.166775 1.7 0.6 -1.1
H 2.360044 0.262579 -1.205402 2.7 -0.3 0.5
H -0.835002 -0.145058 1.943939 1.4 1.4 0.7
H -2.346939 -0.143752 1.053430 1.6 -1.9 1.9
H 0.859199 -0.157346 -1.724928 0.1 1.2 -0.7
H 1.572146 2.736332 -0.617857 -0.3 -0.4 -0.4
H 0.087441 -1.969682 0.886064 -0.5 -0.3 1.1
C 1.407207 0.632937 -1.155711 -5.5 -1.2 1.9
C 1.209936 2.106382 -1.457244 0.3 1.4 -1.5
H 0.219758 2.576023 -1.833998 1.2 -1.5 0.9
H -1.397456 -2.848948 1.289621 -1.1 -3.7 1.1
C -1.022260 -1.981398 0.969889 2.3 2.9 -1.4
H 1.900438 2.311077 -2.300011 -0.3 0.3 0.3
H -1.176982 -1.881518 -0.082232 -1.0 0.0 -0.8
C -1.592179 -0.831147 1.759035 -1.7 2.3 -4.3
H -2.084493 -1.029613 2.642180 -1.1 -0.8 1.8
```
Forces are in eV/Å.

Its largest force on an atom is 5.927 eV/A. Its molecular weight is 60.14 Da. For the lowest unoccupied orbital energy, the calculation gives 1.10 eV. The calculation puts the relative energy (zero: lowest compared OMol25 entry of this formula, charge and spin) at 35.97 kcal/mol. The calculation puts the HOMO energy at -11.1 eV. The SMILES is CC.CC. The total energy is -159.5277 hartree.


# 6
Formula: C4H12
Source: the OMol25 dataset
Level of theory: wB97M-V/def2-TZVPD

Structure (XYZ):
```
16
Properties=species:S:1:pos:R:3:forces:R:3
H -0.166138 1.298243 -1.208763 -0.1 0.2 0.0
C -0.947432 1.528860 -0.480817 0.4 -0.5 0.3
H -1.461681 2.436076 -0.795792 0.0 -0.1 0.0
H -1.592112 -0.658997 -0.543524 0.5 0.1 0.0
H 0.132252 -0.433748 0.836066 0.0 -0.2 0.2
H 2.961410 -0.573735 0.170655 0.2 -0.1 -0.2
C 0.989506 -1.084416 1.001895 0.5 1.1 0.1
C -1.917683 0.354314 -0.327858 -1.3 0.7 -0.2
H -0.471735 1.743531 0.479043 0.2 0.1 -0.2
H 1.977825 -1.720558 -0.845049 0.6 -0.4 0.3
H -2.384451 0.363748 0.660823 0.2 -0.1 0.0
H 1.474677 -0.717689 1.912377 -0.2 -0.3 0.1
H -2.748056 0.550000 -1.012132 -0.1 -0.3 -0.1
H 0.621825 -2.089330 1.170351 0.2 -0.2 -0.1
C 1.977998 -0.870153 -0.167844 -1.4 -0.3 -0.5
H 1.553799 -0.126152 -0.849427 0.4 0.4 0.3
```
Forces are in eV/Å.

Its largest force on an atom is 1.520 eV/A. Its molecular weight is 60.14 Da. For the lowest unoccupied orbital energy, the calculation gives 1.20 eV. The calculation puts the relative energy (zero: lowest compared OMol25 entry of this formula, charge and spin) at 8.94 kcal/mol. The calculation puts the HOMO energy at -11.5 eV. The SMILES is CC.CC. The total energy is -159.5707 hartree.


# 7
Formula: C4H12
Source: the OMol25 dataset
Level of theory: wB97M-V/def2-TZVPD

Structure (XYZ):
```
16
Properties=species:S:1:pos:R:3:forces:R:3
H 1.073320 -0.967956 -0.863174 -0.1 0.1 0.1
C -1.194313 1.480430 0.003817 0.0 0.0 -0.7
H -1.886099 1.031886 -0.708441 0.0 0.0 -0.1
H 0.240737 1.532077 -1.690601 0.0 -0.1 -0.1
H 0.971553 1.760345 -0.103709 0.1 -0.2 0.0
C 0.088959 1.962621 -0.709589 -0.1 0.3 0.8
C 0.656743 -1.763658 1.101155 0.3 0.1 0.2
H 0.647202 -2.653971 -0.839838 -0.2 0.0 -0.1
H 1.723894 -1.921062 1.263812 0.0 -0.1 0.1
H -1.729837 2.318009 0.440342 0.0 0.0 0.3
H -1.010316 0.723456 0.758069 0.1 0.0 0.2
C 0.399902 -1.688349 -0.390666 0.4 -0.2 -0.4
H 0.419001 -0.845435 1.633496 -0.2 0.1 0.0
H 0.075110 3.047770 -0.798825 -0.1 0.0 -0.3
H 0.138291 -2.588866 1.589340 -0.1 0.0 -0.1
H -0.614148 -1.427296 -0.685188 -0.1 0.0 0.2
```
Forces are in eV/Å.

Its largest force on an atom is 0.854 eV/A. Its molecular weight is 60.14 Da. For the lowest unoccupied orbital energy, the calculation gives 1.21 eV. The calculation puts the relative energy (zero: lowest compared OMol25 entry of this formula, charge and spin) at 2.81 kcal/mol. The calculation puts the HOMO energy at -11.8 eV. The SMILES is CC.CC. The total energy is -159.5805 hartree.


# 8
Formula: C4H12
Source: the OMol25 dataset
Level of theory: wB97M-V/def2-TZVPD

Structure (XYZ):
```
16
Properties=species:S:1:pos:R:3:forces:R:3
H 0.671853 0.640050 -0.319335 0.2 -0.3 -0.3
H -0.944516 0.340764 -0.857209 0.4 -0.4 -0.2
H 0.047769 -2.826474 1.090913 -0.4 0.3 0.3
C -0.058664 2.024704 -1.771897 1.2 0.1 -0.2
H -0.298533 2.756010 -0.999192 -0.1 -0.2 0.2
H -0.783124 2.179867 -2.566716 0.0 -0.3 -0.2
C 0.064632 0.597582 -1.227190 -1.6 1.1 1.0
H -0.481165 -1.382105 2.887405 0.3 0.5 0.5
H 1.151322 -0.822637 2.363637 0.1 -0.1 0.3
H 0.398692 -0.158788 -1.922378 0.2 0.0 -0.2
H -1.081712 -1.621018 0.411584 0.0 -0.1 0.1
H 0.678342 -1.565825 0.135355 -0.5 0.2 0.0
H 0.937254 2.317723 -2.127086 -0.3 0.2 -0.3
C -0.109221 -1.755238 0.880454 1.1 -0.5 -0.7
C 0.099288 -0.880887 2.110548 -0.6 -0.6 -0.2
H -0.273045 0.133835 1.969963 0.0 0.0 0.0
```
Forces are in eV/Å.

Its largest force on an atom is 2.225 eV/A. Its molecular weight is 60.14 Da. For the lowest unoccupied orbital energy, the calculation gives 1.11 eV. The calculation puts the relative energy (zero: lowest compared OMol25 entry of this formula, charge and spin) at 6.21 kcal/mol. The calculation puts the HOMO energy at -11.5 eV. The SMILES is CC.CC. The total energy is -159.5751 hartree.